(1)
Below is a molecular structure, C51H66BN8O3SiSn in a non-equilibrium geometry, with properties calculated with wB97M-V/def2-TZVPD.

Positions of all 131 atoms, in Å:
Sn -0.1930 -0.3035 -0.2982
Si -1.2609 -2.7575 -2.7111
O 1.4283 0.1563 -1.5394
O -0.9141 -1.5699 -1.6508
O 1.5066 -1.0514 0.6389
N 2.6328 -0.9561 0.0126
N -1.7904 1.5116 1.5831
N -1.5223 1.0917 -1.2513
N -2.7261 -0.7583 1.1428
N -0.4592 1.2875 1.3096
N 2.5617 -0.3377 -1.0842
N -1.4759 -1.3036 1.0736
N -2.7506 1.1685 -0.6633
C -4.9961 2.2089 -1.1303
C 1.7436 2.2428 2.2004
C -5.8695 -1.1723 0.8315
C 2.5413 -4.1584 -5.0499
C 2.6725 -3.2450 -4.0145
C 1.2809 -4.6273 -5.4005
C -3.5489 -1.6498 1.7311
C -1.4304 -5.5457 -1.9666
C 0.1600 -4.1894 -4.7114
C -0.2476 -3.3122 1.9414
C -2.0121 -4.2776 -1.9151
C -3.3111 2.8299 4.5321
C -0.5376 -4.3674 3.0091
C 0.2685 -3.2746 -3.6592
C -3.1969 -6.4638 -0.6177
C 0.2468 2.1237 2.0950
C 4.9856 -0.4500 -1.3706
C -1.9081 2.4750 2.5076
C -3.5529 1.9295 -1.4302
C 5.9469 0.1635 -3.4906
C -0.3529 1.9487 -3.2805
C -4.4991 -2.5324 -5.3377
C 1.5427 -2.8140 -3.3303
C -5.3350 3.6764 -1.3893
C 3.7382 -0.1539 -1.9003
C -5.0056 -1.4665 2.0577
C -3.3309 4.5031 2.6382
C -3.4812 -0.3601 -5.2819
C -2.8153 2.3506 -2.5275
C -0.7649 2.3628 -4.6898
C 2.4233 2.4785 0.8567
C -2.7921 -2.7591 2.0718
C -5.8830 1.2828 -1.9708
C -2.5663 -2.1519 -3.9191
C -0.6311 2.8805 2.8577
C -1.5462 1.7992 -2.3839
C -1.4894 -2.5092 1.6551
C 2.3496 1.0801 2.9920
C -3.2073 3.0248 3.0184
C 0.3690 -3.9995 0.7271
C -4.4634 -1.2127 -5.7668
C 0.6225 2.9689 -2.6849
C -2.5521 -0.8311 -4.3668
C -5.2411 -0.4675 3.1948
C -3.7940 -5.2108 -0.5562
C 4.6879 0.4538 -3.9931
C 3.5632 0.2975 -3.1966
C 6.0933 -0.2856 -2.1835
C -3.2071 -4.1341 -1.2052
C -2.0181 -6.6320 -1.3314
C -3.5600 -2.9950 -4.4251
B -2.9130 0.7456 0.8170
H 6.8195 0.2857 -4.1180
H 0.4771 -2.6016 2.3504
H 3.4212 1.2360 3.1266
H -2.5131 3.3672 5.0477
H 1.3095 -4.4674 1.0226
H 3.4161 -4.5018 -5.5871
H -5.8036 1.5406 -3.0274
H 0.1567 3.9558 -2.6505
H -3.2387 1.7759 4.8036
H -4.0249 2.4858 2.5435
H -4.6085 -0.6953 4.0540
H -4.7201 -5.0775 -0.0093
H -1.4816 1.6671 -5.1284
H 2.0254 3.3684 0.3683
H -0.3613 3.6360 3.5764
H -0.9573 -3.9288 3.9151
H -5.0372 0.5556 2.8830
H -6.9246 -1.2187 1.1039
H -5.5891 0.2376 -1.8658
H 1.8919 1.0111 3.9794
H -2.5467 5.0934 3.1154
H -3.6069 -4.0299 -4.1040
H -4.2643 3.2139 4.8968
H -1.5538 -7.6084 -1.3879
H 0.9206 2.6990 -1.6724
H -1.7848 -0.1650 -3.9955
H -5.3079 -2.4458 2.4373
H -6.9273 1.3835 -1.6713
H 0.3845 -4.8816 3.2782
H -0.8176 -4.5579 -5.0070
H -3.1609 2.9706 -3.3361
H -3.6554 -7.3092 -0.1204
H 7.0764 -0.5075 -1.7920
H -5.6930 -1.9007 0.0378
H -1.2365 -5.1145 2.6267
H 2.2018 0.1279 2.4880
H -5.1944 -0.8534 -6.4803
H 3.4972 2.6148 0.9899
H -4.2944 4.8961 2.9642
H -3.9805 1.0770 1.1897
H -0.2984 -4.7767 0.3638
H -6.3674 3.8768 -1.1022
H 0.1120 2.3942 -5.3366
H 0.5788 -3.3268 -0.1055
H -6.2815 -0.5175 3.5178
H -3.6913 -3.1622 -1.1636
H -5.6723 -0.1795 0.4294
H 3.6523 -2.8727 -3.7385
H -0.5033 -5.6899 -2.5101
H 1.9003 3.1465 2.7934
H 0.1413 0.9739 -3.3370
H -5.1765 1.9996 -0.0757
H -3.1522 -3.6353 2.5818
H 5.0858 -0.7969 -0.3528
H 2.2772 1.6408 0.1791
H -1.2073 3.3610 -4.6870
H -4.6859 4.3449 -0.8219
H 1.5233 3.0397 -3.2973
H 1.6489 -2.0938 -2.5278
H 2.5738 0.5070 -3.5749
H -3.2489 4.6439 1.5590
H 1.1736 -5.3355 -6.2122
H -5.2329 3.9207 -2.4480
H -3.4397 0.6690 -5.6201
H -5.2618 -3.2028 -5.7136
H 4.5736 0.7998 -5.0112

Properties
Net charge ... +1
LUMO energy ... -2.93 eV
Energy above the lowest of the compared OMol25 structures with the same formula, charge and spin ... 0.0 kJ/mol
Energy ... -86406.534 eV
E_HOMO ... -10.866 eV

=====

(2)
Below is a molecular structure, C5H8N2, with properties calculated with wB97M-V/def2-TZVPD.

Positions of all 15 atoms, in Å:
N -0.5552 1.4572 0.5090
N -0.8528 0.3535 -0.1994
C 0.6823 1.7682 0.2125
C -1.9925 -0.4471 0.1794
C 0.2996 -0.0859 -0.8700
C 1.3299 0.8999 -0.7774
C 1.5224 -0.7965 0.1276
H 0.1430 -0.8108 -1.6654
H 2.2792 -0.2452 0.6876
H 2.0351 -1.5026 -0.5234
H 1.1171 2.6595 0.6529
H -2.2724 -1.0920 -0.6582
H -2.8301 0.2119 0.4167
H 0.8675 -1.2973 0.8528
H -1.7729 -1.0728 1.0553

Properties
LUMO energy ... 0.74 eV
Energy above the lowest of the compared OMol25 structures with the same formula, charge and spin ... 436.5 kJ/mol
Energy ... -8290.472 eV
E_HOMO ... -8.347 eV

=====

(3)
Below is C9H15N3O2 in the gas phase in a non-equilibrium geometry, with properties calculated with wB97M-V/def2-TZVPD.

Positions of all 29 atoms, in Å:
O -1.2576 0.5408 0.4010
O -1.0795 2.6942 -0.0076
N -1.3837 1.6079 -0.4178
N 0.2392 -0.4091 -1.0978
N 1.0190 0.2914 -3.1272
C 1.2104 0.5446 1.0304
C 1.3553 -1.3098 2.7366
C 0.7055 0.5669 -1.8368
C -0.3417 -1.4942 0.9092
C 0.3056 -2.0332 2.0019
C -1.8323 1.3470 -1.6113
C 1.2222 0.1713 2.4781
C -0.0380 -0.1821 0.2783
C -2.4655 -0.0330 -1.9309
H 2.4123 -1.7532 2.4045
H 0.3673 0.4924 2.9172
H 1.1341 -0.8202 -3.1446
H 2.0794 0.3723 0.3180
H 2.1064 0.7436 3.0246
H 1.0716 1.6156 0.9916
H 0.1068 -2.9895 2.3310
H 1.6242 0.9436 -3.6979
H -3.5225 0.0500 -2.3614
H -2.5896 -0.5282 -0.9075
H 1.2451 -1.5869 3.9198
H -1.7283 -0.6762 -2.3497
H -1.7734 2.2791 -2.2355
H 0.8964 1.5574 -1.3912
H -1.0887 -2.0026 0.3749

Properties
LUMO energy ... 0.74 eV
SMILES ... C/C=[N+](/[O-])O[C@]1(/N=C/N)C=CCCC1
Energy above the lowest of the compared OMol25 structures with the same formula, charge and spin ... 488.7 kJ/mol
Energy ... -18135.537 eV
E_HOMO ... -8.371 eV